C5H13NP as an isolated structure in a non-equilibrium geometry, computed with the ωB97M-V functional and the def2-TZVPD basis.

## Properties
HOMO level (alpha / beta) ... -8.15 / -13.36 eV
Total charge ... +1
Multiplicity ... 3
F_max ... 0.0898 hartree/bohr
Frontier orbital gap (alpha / beta) ... 4.429 / 5.547 eV
ΔE to the lowest compared entry with this formula, charge and spin ... 120.11 kcal per mole
<S²> ... 2.01

Element x y z (Å)
P1 -0.812 -0.138 1.876
N1 0.689 -0.902 -0.415
C1 -0.500 1.276 -0.483
C2 1.803 -1.340 0.480
C3 -1.512 3.056 -0.588
C4 -0.136 -2.027 -0.820
C5 -0.121 0.162 0.219
H1 0.521 -2.927 -1.102
H2 -1.694 3.237 0.480
H3 -2.369 3.006 -1.223
H4 -0.627 1.205 2.419
H5 1.215 -1.957 1.083
H6 1.072 -0.450 -1.186
H7 1.980 -0.411 1.069
H8 -0.374 1.194 -1.594
H9 0.349 -0.533 2.498
H10 -0.628 3.686 -0.990
H11 -0.610 -1.953 -1.728
H12 -0.915 -2.375 -0.015
H13 2.669 -1.806 0.020

An isolated ion of composition C3H8N5 and charge +1 in a non-equilibrium geometry, computed with the ωB97M-V functional and the def2-TZVPD basis.

## Properties
HOMO level ... -13.02 eV
Total charge ... +1
F_max ... 0.0758 hartree/bohr
Frontier orbital gap ... 9.453 eV
SMILES ... [H]/N=C(\N)N/C=N/C=[NH2+]
ΔE to the lowest compared entry with this formula, charge and spin ... 10.95 kcal per mole

Element x y z (Å)
N1 0.409 0.093 1.356
N2 0.396 2.248 1.964
N3 0.192 -1.111 -0.663
N4 -1.166 1.231 0.440
N5 0.084 -1.511 -2.927
C1 -0.414 -1.613 -1.704
C2 -0.215 1.307 1.219
C3 0.402 -1.038 0.557
H1 -0.468 -1.931 -3.733
H2 -1.405 -2.010 -1.549
H3 0.706 0.010 2.327
H4 0.781 -1.881 1.098
H5 -1.837 1.967 0.521
H6 1.028 -1.078 -3.242
H7 1.314 2.082 2.468
H8 0.193 3.234 1.866

An isolated molecule of C2H4N2O3 in a non-equilibrium geometry, computed with the ωB97M-V functional and the def2-TZVPD basis.

## Properties
HOMO level (alpha / beta) ... -8.51 / -9.80 eV
Total charge ... 0
F_max ... 0.0950 hartree/bohr
Frontier orbital gap (alpha / beta) ... 6.947 / 10.487 eV
ΔE to the lowest compared entry with this formula, charge and spin ... 176.94 kcal per mole

Element x y z (Å)
O1 -0.208 -1.933 1.927
O2 1.047 1.072 -0.397
O3 -2.117 -0.168 0.879
N1 0.043 -0.833 1.321
N2 1.731 0.028 -0.536
C1 -0.354 0.723 -0.549
C2 -0.908 -0.122 0.688
H1 2.676 0.227 -0.215
H2 -0.416 -0.051 -1.270
H3 -0.996 1.650 -0.632
H4 -1.094 -2.116 1.875

A 6-piece molecular cluster, C35H63ClF5N6O8S overall in a non-equilibrium geometry, computed with the ωB97M-V functional and the def2-TZVPD basis.

## Properties
HOMO level ... -10.89 eV
Total charge ... +1
F_max ... 0.0904 hartree/bohr
Frontier orbital gap ... 6.434 eV
ΔE to the lowest compared entry with this formula, charge and spin ... 0.00 kcal per mole

Element x y z (Å)
Cl1 6.577 -2.806 -0.426
S1 3.814 -3.897 -5.100
F1 2.162 -5.852 -3.122
F2 5.926 -8.468 -1.037
F3 6.574 -6.674 -2.003
F4 0.632 -6.178 -1.636
F5 7.211 -7.082 0.065
O1 -5.262 2.098 3.286
O2 1.512 4.952 1.563
O3 -0.480 -1.302 -3.327
O4 3.541 0.908 -0.565
O5 -3.805 2.270 0.200
O6 -1.042 -2.468 0.994
O7 -7.489 4.504 -2.890
O8 1.525 2.298 3.489
N1 -2.239 -0.191 0.932
N2 0.099 -3.456 -2.180
N3 -2.421 -6.037 -1.171
N4 0.650 2.856 -0.129
N5 2.435 -2.210 -3.414
N6 -0.112 -2.611 -5.392
C1 -0.391 2.882 4.849
C2 -4.947 3.630 5.139
C3 4.935 -6.495 -0.314
C4 -0.043 -1.994 -2.167
C5 -4.314 2.934 3.949
C6 1.838 6.508 3.400
C7 2.874 -3.065 -4.172
C8 1.706 2.390 -1.039
C9 4.759 -6.139 1.012
C10 2.117 0.914 -0.659
C11 1.213 -1.471 -1.374
C12 4.611 -1.625 -1.871
C13 -0.373 -1.970 -4.448
C14 6.215 -7.164 -0.802
C15 1.192 -1.805 0.137
C16 2.468 5.796 2.218
C17 -0.832 -0.114 0.457
C18 -7.153 6.841 -3.405
C19 0.980 2.233 4.804
C20 2.747 -5.656 -0.879
C21 3.618 -2.729 -1.407
C22 1.693 -5.365 -1.955
C23 -5.338 4.149 0.157
C24 -1.727 -4.777 -0.917
C25 1.295 -3.895 -2.052
C26 2.551 -5.314 0.457
C27 -1.186 -4.204 -2.278
C28 3.936 -6.249 -1.242
C29 -0.090 -1.402 0.919
C30 5.640 -1.310 -0.767
C31 -6.603 5.431 -3.515
C32 3.548 -5.567 1.371
C33 1.524 -0.003 -1.764
C34 -4.589 3.108 -0.651
C35 2.180 -2.595 -1.969
H1 0.998 7.128 3.075
H2 -3.489 2.300 4.272
H3 -4.408 1.838 0.821
H4 -8.337 4.568 -3.340
H5 -0.947 -4.863 -0.156
H6 4.066 -3.675 -1.743
H7 1.444 5.786 4.118
H8 1.322 -2.883 0.324
H9 -7.291 7.116 -2.358
H10 1.425 2.486 -2.100
H11 -2.261 -0.228 1.946
H12 -0.903 -1.865 -1.483
H13 2.044 -1.346 0.660
H14 -4.640 4.767 0.726
H15 -0.413 0.786 0.931
H16 -0.818 2.828 5.852
H17 -1.017 -5.034 -2.978
H18 -0.898 0.029 -0.628
H19 0.617 0.522 -2.098
H20 3.864 1.340 -1.367
H21 -1.069 2.389 4.150
H22 0.914 1.181 5.081
H23 -5.987 2.658 2.992
H24 -0.847 -3.021 1.757
H25 -1.769 -6.760 -1.453
H26 -4.223 4.263 5.654
H27 -0.331 3.932 4.551
H28 5.567 -6.328 1.715
H29 5.130 -1.005 0.156
H30 1.594 3.230 3.247
H31 1.628 -4.851 0.809
H32 -3.927 3.667 3.233
H33 1.666 2.729 5.498
H34 -2.477 -4.066 -0.548
H35 6.270 -0.458 -1.050
H36 -5.338 2.897 5.846
H37 -2.681 0.659 0.587
H38 4.144 -0.731 -2.286
H39 -3.114 -5.870 -1.893
H40 2.208 0.074 -2.625
H41 -5.789 4.250 4.821
H42 4.165 -6.532 -2.269
H43 -6.004 3.671 0.879
H44 0.221 -1.216 1.965
H45 5.208 -2.058 -2.693
H46 3.291 5.163 2.549
H47 2.565 7.145 3.905
H48 2.591 3.038 -0.884
H49 0.790 5.514 1.263
H50 3.423 -5.285 2.416
H51 1.099 2.928 0.780
H52 1.719 0.767 0.349
H53 -1.923 -3.548 -2.754
H54 0.404 3.810 -0.371
H55 -5.637 5.358 -3.015
H56 2.855 6.518 1.494
H57 -3.910 3.587 -1.356
H58 -6.481 7.563 -3.873
H59 -5.931 4.794 -0.492
H60 -8.131 6.913 -3.886
H61 3.662 -2.760 -0.308
H62 -5.288 2.483 -1.214
H63 -6.472 5.146 -4.564

Which of these has the lowest F_max? C3H8N5

Which of these has the highest ΔE to the lowest compared entry with this formula, charge and spin? C2H4N2O3

total charge of number 2 (C3H8N5)? +1

What did the second record say?
An isolated ion of composition C3H8N5 and charge +1 in a non-equilibrium geometry, computed with the ωB97M-V functional and the def2-TZVPD basis.

## Properties
HOMO level ... -13.02 eV
Total charge ... +1
F_max ... 0.0758 hartree/bohr
Frontier orbital gap ... 9.453 eV
SMILES ... [H]/N=C(\N)N/C=N/C=[NH2+]
ΔE to the lowest compared entry with this formula, charge and spin ... 10.95 kcal per mole

Element x y z (Å)
N1 0.409 0.093 1.356
N2 0.396 2.248 1.964
N3 0.192 -1.111 -0.663
N4 -1.166 1.231 0.440
N5 0.084 -1.511 -2.927
C1 -0.414 -1.613 -1.704
C2 -0.215 1.307 1.219
C3 0.402 -1.038 0.557
H1 -0.468 -1.931 -3.733
H2 -1.405 -2.010 -1.549
H3 0.706 0.010 2.327
H4 0.781 -1.881 1.098
H5 -1.837 1.967 0.521
H6 1.028 -1.078 -3.242
H7 1.314 2.082 2.468
H8 0.193 3.234 1.866